This record from OMol25 describes a molecular structure, C21H21ClLuN2P. The level of theory is wB97M-V/def2-TZVPD.

Element x y z (Å)
Lu (-1.72, -0.27, -0.57)
Cl (0.48, 0.47, 0.21)
P (0.03, -2.34, -0.31)
C (0.46, -2.91, -2.02)
C (-0.27, -3.97, -2.59)
C (0.10, -4.43, -3.85)
C (1.09, -3.81, -4.60)
C (1.76, -2.71, -4.05)
C (1.48, -2.29, -2.75)
C (1.43, -2.74, 0.78)
C (1.46, -2.30, 2.12)
C (2.58, -2.50, 2.93)
C (3.68, -3.22, 2.48)
C (3.62, -3.73, 1.19)
C (2.51, -3.54, 0.35)
C (-1.40, -3.32, 0.33)
C (-2.60, -2.67, 0.72)
C (-3.57, -3.36, 1.41)
C (-3.46, -4.73, 1.62)
C (-2.32, -5.38, 1.16)
C (-1.27, -4.70, 0.54)
H (0.60, -1.74, 2.52)
H (2.61, -2.06, 3.92)
H (4.55, -3.37, 3.11)
H (4.47, -4.29, 0.81)
H (2.50, -3.99, -0.65)
H (-1.15, -4.38, -2.07)
H (-0.45, -5.26, -4.28)
H (1.35, -4.17, -5.60)
H (2.49, -2.18, -4.64)
H (2.03, -1.45, -2.31)
H (-2.92, -1.60, 0.54)
H (-4.42, -2.80, 1.77)
H (-4.25, -5.25, 2.15)
H (-2.24, -6.45, 1.30)
H (-0.37, -5.24, 0.21)
H (-2.86, -3.36, -3.68)
H (-3.36, -3.40, -3.11)
N (-0.79, 1.43, -4.30)
C (-2.15, 1.27, -4.11)
C (-2.34, 0.91, -2.82)
N (-1.05, 0.85, -2.23)
C (-0.15, 1.19, -3.15)
H (-0.31, 1.66, -5.17)
H (-2.89, 1.40, -4.87)
H (-3.25, 0.73, -2.22)
H (0.91, 1.28, -2.99)

The value obtained for the LUMO energy is -0.278 Eh. The HOMO energy is -14.20 eV. The calculation puts the gap between HOMO and LUMO at 0.2441 Ha. As for the total charge: +2. Its multiplicity is 1.

***

This record from OMol25 describes 2 unconnected molecules or ions with the total composition C14H21F4N3O2. The level of theory is wB97M-V/def2-TZVPD.

Element x y z (Å)
C (3.69, 1.88, -2.07)
C (3.06, 1.16, -3.31)
F (4.00, 0.67, -4.23)
N (2.15, 0.03, -2.99)
C (2.47, -1.04, -2.34)
N (3.82, -1.20, -1.87)
N (1.56, -2.11, -2.08)
C (0.53, -1.75, -1.08)
C (-0.54, -0.75, -1.61)
C (-0.93, 0.33, -0.70)
C (-1.90, 1.30, -1.19)
C (-2.45, 1.19, -2.53)
C (-2.10, 0.10, -3.42)
C (-1.13, -0.89, -2.95)
H (4.80, 1.69, -2.08)
H (3.22, 1.49, -1.13)
H (3.51, 2.98, -2.14)
H (2.45, 1.92, -3.87)
H (1.18, 0.11, -3.33)
H (4.30, -1.80, -2.55)
H (3.73, -1.68, -0.97)
H (1.17, -2.52, -2.94)
H (0.99, -1.43, -0.10)
H (-0.03, -2.70, -0.85)
H (-0.49, 0.38, 0.33)
H (-2.20, 2.12, -0.51)
H (-3.17, 1.96, -2.91)
H (-2.50, -0.02, -4.45)
H (-0.80, -1.75, -3.57)
C (-1.09, 1.22, 5.26)
C (-1.15, -0.29, 5.47)
O (-2.34, -0.89, 5.02)
C (-2.50, -1.19, 3.60)
O (-1.48, -1.87, 3.12)
C (-2.84, 0.07, 2.74)
F (-3.67, 0.92, 3.40)
F (-3.50, -0.27, 1.60)
F (-1.77, 0.80, 2.36)
H (-2.06, 1.68, 5.47)
H (-0.34, 1.66, 5.92)
H (-0.82, 1.47, 4.24)
H (-1.12, -0.47, 6.55)
H (-0.26, -0.78, 5.06)
H (-3.48, -1.71, 3.61)

The value obtained for the LUMO energy is -0.083 Eh. The HOMO energy is -5.70 eV. The calculation puts the gap between HOMO and LUMO at 0.1262 Ha. Its multiplicity is 1.

***

This record from OMol25 describes a molecular structure, C32H27IrN5O3P. The level of theory is wB97M-V/def2-TZVPD.

Element x y z (Å)
Ir (-0.64, -1.06, 1.59)
O (0.65, 0.01, -1.11)
N (0.61, -1.06, -1.95)
C (0.62, -0.92, -3.24)
C (0.62, -2.14, -3.98)
C (0.64, -2.28, -5.36)
C (0.65, -3.56, -5.90)
C (0.63, -4.67, -5.06)
C (0.62, -4.54, -3.67)
C (0.62, -3.27, -3.14)
P (0.68, -2.76, -1.43)
C (-0.65, -3.29, -0.42)
C (-1.91, -3.52, -0.94)
C (-2.92, -3.95, -0.08)
C (-2.67, -4.12, 1.27)
C (-1.40, -3.85, 1.80)
C (-0.37, -3.44, 0.96)
C (2.25, -3.00, -0.67)
C (2.64, -4.33, -0.46)
C (3.89, -4.59, 0.07)
C (4.74, -3.53, 0.39)
C (4.35, -2.22, 0.19)
C (3.10, -1.94, -0.35)
H (-0.25, 0.40, -1.14)
H (0.63, 0.08, -3.66)
H (0.64, -1.41, -6.01)
H (0.66, -3.70, -6.97)
H (0.63, -5.66, -5.50)
H (0.60, -5.43, -3.04)
H (-2.12, -3.37, -1.99)
H (-3.91, -4.16, -0.47)
H (-3.46, -4.48, 1.92)
H (-1.20, -4.02, 2.85)
H (0.65, -3.43, 1.30)
H (1.99, -5.16, -0.71)
H (4.21, -5.61, 0.22)
H (5.72, -3.74, 0.79)
H (5.02, -1.41, 0.43)
H (2.80, -0.91, -0.50)
C (1.68, -2.13, 5.15)
C (1.04, -2.22, 3.91)
N (0.47, -1.17, 3.33)
C (0.56, 0.04, 3.96)
C (1.17, 0.21, 5.20)
C (1.73, -0.93, 5.81)
C (1.22, 1.52, 5.78)
C (0.73, 2.59, 5.12)
C (0.15, 2.44, 3.81)
C (-0.31, 3.52, 3.04)
C (-0.81, 3.28, 1.78)
C (-0.88, 1.97, 1.30)
N (-0.48, 0.93, 2.02)
C (0.05, 1.16, 3.26)
H (2.12, -3.03, 5.58)
H (0.99, -3.16, 3.40)
H (2.21, -0.84, 6.78)
H (1.67, 1.64, 6.76)
H (0.77, 3.58, 5.55)
H (-0.26, 4.53, 3.43)
H (-1.17, 4.09, 1.15)
H (-1.30, 1.78, 0.32)
N (-2.87, -0.96, 2.20)
N (-3.50, -0.22, 1.17)
C (-2.79, 0.00, -0.01)
O (-3.16, 0.80, -0.83)
O (-1.70, -0.74, -0.14)
H (-3.32, -1.87, 2.25)
H (-3.02, -0.50, 3.10)
H (-4.19, 0.47, 1.43)

The value obtained for the LUMO energy (alpha / beta) is -0.370 / -0.370 Eh. The HOMO energy (alpha / beta) is -16.06 / -16.42 eV. The calculation puts the gap between HOMO and LUMO (alpha / beta) at 0.2203 / 0.2337 Ha. As for the total charge: +3. Its multiplicity is 2. As for the expectation value of S²: 0.753.

***

This record from OMol25 describes a molecular structure, C5H9ClSe2. The level of theory is wB97M-V/def2-TZVPD.

Element x y z (Å)
C (-1.88, -1.42, -0.63)
C (-0.81, -1.93, 0.27)
C (-0.84, 1.47, -0.53)
C (0.08, 0.86, 0.47)
C (2.73, 1.16, 0.53)
Cl (3.36, 0.31, -0.74)
Se (-2.61, 0.36, -0.13)
Se (0.89, -0.81, 0.24)
H (-1.35, -1.27, -1.49)
H (-2.78, -2.07, -0.70)
H (-0.95, -1.84, 1.30)
H (-0.76, -2.94, 0.05)
H (-1.26, 2.46, -0.39)
H (-0.30, 1.20, -1.48)
H (0.52, 1.29, 1.42)
H (3.24, 0.96, 1.47)
H (2.70, 2.23, 0.35)

The value obtained for the LUMO energy (alpha / beta) is -0.015 / -0.012 Eh. The HOMO energy (alpha / beta) is -7.43 / -8.13 eV. The calculation puts the gap between HOMO and LUMO (alpha / beta) at 0.2580 / 0.2869 Ha. Its multiplicity is 1.

***

This record from OMol25 describes C4H8O in the gas phase. The level of theory is wB97M-V/def2-TZVPD.

Element x y z (Å)
C (0.02, -1.44, -0.52)
C (0.53, -0.24, 0.34)
C (-0.34, 0.99, 0.13)
C (-0.68, 1.87, 1.09)
H (1.19, -1.16, -1.99)
H (-1.04, -1.55, -0.40)
H (0.43, -2.39, -0.20)
H (0.53, -0.45, 1.39)
H (1.57, -0.10, -0.05)
H (-0.68, 1.14, -0.96)
H (-0.46, 1.69, 2.14)
H (-1.26, 2.79, 0.91)
O (0.20, -1.16, -1.89)

The value obtained for the LUMO energy is 0.037 Eh. The HOMO energy is -9.53 eV. The calculation puts the gap between HOMO and LUMO at 0.3870 Ha. Its multiplicity is 1.

***

This record from OMol25 describes 3 unconnected molecules or ions with the total composition C4H16NO2. The level of theory is wB97M-V/def2-TZVPD.

Element x y z (Å)
C (-2.11, 1.16, -0.96)
C (-0.59, 0.98, -0.80)
N (-0.28, -0.24, 0.07)
C (0.18, -1.49, -0.71)
C (0.39, -2.74, 0.07)
H (-2.65, 0.45, -0.35)
H (-2.32, 1.12, -2.04)
H (-2.36, 2.07, -0.47)
H (-0.03, 1.00, -1.73)
H (0.00, 1.83, -0.29)
H (-1.11, -0.44, 0.62)
H (0.52, -0.03, 0.67)
H (1.08, -1.04, -1.13)
H (-0.65, -1.71, -1.39)
H (-0.51, -3.26, 0.41)
H (0.95, -3.51, -0.44)
H (0.85, -2.67, 1.07)
H (1.26, -0.36, 2.91)
H (-0.21, 0.13, 3.28)
O (0.61, 0.34, 2.81)
H (2.90, 2.29, -0.30)
H (2.03, 3.54, -0.63)
O (2.05, 2.57, -0.66)

The value obtained for the LUMO energy is -0.109 Eh. The HOMO energy is -15.03 eV. The calculation puts the gap between HOMO and LUMO at 0.4435 Ha. As for the total charge: +1. Its multiplicity is 1.

***

The records above give, respectively, relative energy (zero: lowest compared OMol25 entry of this formula, charge and spin) values of 0.000, 4.881, 0.920, 3.511, 1.201, 1.577 eV.
The records above give, respectively, largest force on an atom values of 0.0714, 0.0530, 0.0120, 0.0609, 0.0364, 0.0527 hartree/bohr.